Below is a cluster of 7 separate species, C50H112N6O9 in total, with properties calculated with ωB97M-V with the def2-TZVPD basis set.

```
177
Properties=species:S:1:pos:R:3:forces:R:3
C 3.4498 -2.1102 -5.2473 0.2 -1.5 -0.3
C 2.1149 -1.4496 -5.2307 0.5 1.2 0.6
O 2.3527 -0.3283 -4.3859 -0.4 0.8 0.2
H 4.3198 -1.4684 -5.3858 -0.4 0.4 -0.7
H 3.3740 -2.8869 -6.0083 0.7 -0.3 0.0
H 3.6752 -2.5541 -4.2777 -0.4 -0.4 0.1
H 1.3155 -2.0836 -4.8472 0.1 -0.2 0.2
H 1.7813 -1.1009 -6.2080 0.2 0.0 -0.2
H 1.6525 -0.2184 -3.7384 -0.2 -0.1 0.0
C -1.8072 -0.2011 -1.6614 0.0 -1.0 0.2
C -0.8143 -0.1822 -0.4450 -1.1 1.7 -2.2
C -1.4297 -0.7810 0.7894 -0.6 -0.1 -0.1
C -1.5060 -2.2716 0.6858 0.2 0.2 -0.1
C -0.1188 -2.8100 0.5408 1.1 -0.7 1.3
C 0.7528 -2.2917 -0.5849 1.4 1.6 -0.5
N 0.4626 -0.8010 -0.7875 0.6 -0.9 1.1
O 1.1628 -0.1658 -1.9144 -1.1 -1.0 1.6
C 2.3104 -2.3331 -0.1606 -1.7 -1.3 -0.5
C 0.4951 -3.1285 -1.7900 0.2 0.4 -1.8
C -0.6161 1.3085 -0.2064 1.4 0.2 0.3
H -1.4516 0.2885 -2.5680 0.6 0.0 0.2
H -2.7692 0.2765 -1.4756 0.0 -0.1 0.5
H -1.9783 -1.2507 -1.9005 -0.3 0.0 -0.3
H -0.8717 -0.4829 1.6770 0.1 0.0 0.1
H -2.4351 -0.3643 0.8499 0.0 0.2 0.2
H -2.0523 -2.5489 -0.2158 -0.4 -0.1 0.2
H -1.9772 -2.7005 1.5701 -0.1 -0.1 -0.1
H -0.2174 -3.8954 0.5265 0.4 -0.2 -0.5
H 0.5146 -2.6375 1.4109 -0.5 0.2 0.7
H 2.9801 -1.8598 -0.8787 -0.4 0.7 0.2
H 2.3385 -2.0537 0.8926 0.5 0.6 -0.2
H 2.6930 -3.3527 -0.2066 -0.4 -0.4 0.2
H 1.0800 -2.7797 -2.6411 0.5 0.0 0.0
H 0.7343 -4.1809 -1.6374 -0.2 0.0 0.1
H -0.5087 -2.9602 -2.1803 -0.4 -0.5 0.4
H -0.0708 1.4493 0.7268 0.1 0.2 0.3
H -1.5022 1.9429 -0.1839 -0.1 -0.4 -0.1
H 0.0517 1.6393 -1.0018 -0.3 0.5 -0.1
H 1.6989 0.4036 -1.3576 0.4 0.2 -0.5
C -2.8573 8.7956 -1.4468 0.8 -0.4 0.1
C -3.0979 7.3649 -0.8424 1.6 1.2 -0.6
C -2.5466 6.3804 -1.8895 1.1 -0.7 -0.3
C -2.1533 4.9774 -1.4398 -0.4 0.7 1.3
C -1.0625 5.1493 -0.3547 -0.1 -0.3 0.3
C -1.5148 6.0216 0.8624 1.6 -0.5 -2.0
N -2.1646 7.2649 0.3475 1.6 -1.4 -1.7
O -2.3910 8.1768 1.3504 -1.0 0.0 0.3
C -2.3569 5.1266 1.7065 -1.5 1.4 2.8
C -0.1729 6.3908 1.6620 -1.3 0.5 -0.4
C -4.5733 7.2481 -0.5186 -0.2 -2.4 0.7
H -1.8284 8.9506 -1.7716 0.6 -0.3 0.8
H -3.0800 9.5358 -0.6782 -0.3 0.2 -0.4
H -3.2703 8.9742 -2.4395 -1.3 -0.1 0.4
H -3.1249 6.2541 -2.8048 -0.4 0.6 0.1
H -1.5357 6.6953 -2.1483 -0.2 1.1 -0.5
H -1.8290 4.4074 -2.3105 0.1 -0.1 0.2
H -3.0751 4.5522 -1.0429 0.2 -0.8 0.3
H -0.0987 5.5012 -0.7225 -0.2 0.5 -0.7
H -0.7642 4.2033 0.0973 -0.3 -0.3 0.0
H -2.6157 5.7999 2.5236 0.0 0.2 0.8
H -3.3934 4.8950 1.4614 0.3 -0.6 -1.1
H -1.8629 4.3419 2.2795 0.2 -0.3 -0.7
H 0.4415 5.5399 1.9563 -0.3 -0.4 -0.3
H 0.4361 7.0706 1.0660 -0.1 0.0 -0.2
H -0.3939 6.9155 2.5915 -0.2 0.1 0.0
H -4.8238 6.1932 -0.4068 0.2 -0.7 -0.4
H -5.2786 7.5482 -1.2936 0.2 0.8 0.3
H -4.8100 7.4834 0.5191 -0.3 1.3 -0.3
H -3.2369 7.8306 1.6441 -0.5 0.8 1.1
C 4.4743 3.9099 -1.6678 0.8 -0.2 -0.1
C 4.7935 3.0329 -0.4229 -1.7 -0.1 -1.4
C 3.5008 2.2397 -0.1997 1.0 -1.2 2.2
C 3.6662 1.2150 0.9887 0.1 -1.2 -1.6
C 4.7709 0.1563 0.5294 -2.8 1.8 0.9
C 6.1105 0.7835 0.2486 -0.2 -1.5 0.6
N 5.9153 2.0278 -0.6228 0.4 0.6 1.9
O 7.0659 2.5011 -1.2005 -1.3 -0.6 0.8
C 6.8560 1.0679 1.6025 0.7 0.7 -0.9
C 6.8380 -0.3195 -0.5701 0.4 0.7 0.1
C 5.0541 4.0045 0.6670 0.9 1.8 1.4
H 5.3846 4.3641 -2.0591 0.0 -0.4 -0.5
H 3.8990 4.7941 -1.3930 -0.2 -0.3 0.5
H 3.8613 3.3475 -2.3721 0.5 0.1 -0.4
H 2.6687 2.9067 0.0257 0.2 0.2 -0.4
H 3.3385 1.6951 -1.1298 -0.4 -0.2 0.1
H 2.7194 0.6807 1.0681 -0.1 -0.3 -0.2
H 3.8034 1.5492 2.0171 0.4 0.8 -0.3
H 4.3329 -0.2982 -0.3592 0.3 -0.2 0.0
H 4.8513 -0.5888 1.3209 0.3 -0.1 -0.2
H 6.3004 1.4700 2.4496 -0.4 0.6 -0.6
H 7.3305 0.2020 2.0642 -0.2 -0.6 -0.8
H 7.6807 1.6988 1.2707 0.2 0.4 0.7
H 7.9122 -0.3693 -0.3919 0.0 0.4 -0.4
H 6.4640 -1.2963 -0.2634 -0.2 0.2 0.0
H 6.5784 -0.1525 -1.6155 0.3 -0.4 -0.1
H 5.4954 3.7270 1.6243 -0.1 -0.6 -0.2
H 4.1206 4.5213 0.8896 -0.3 -0.4 0.1
H 5.6499 4.8368 0.2924 0.5 -0.2 0.0
H 6.9201 2.2042 -2.1017 0.6 0.2 -1.1
C -6.0553 1.7500 -1.5862 1.6 -0.5 1.4
C -7.1773 2.2444 -2.4435 -1.3 0.1 -0.8
C -7.0351 3.7472 -2.5394 -0.6 1.0 -1.5
C -5.9962 4.2430 -3.5515 1.1 -0.6 0.2
C -6.1151 3.6360 -4.9668 -1.5 -0.2 1.2
C -6.2710 2.0497 -4.9449 2.3 1.2 0.2
N -7.2535 1.7377 -3.8880 -0.9 0.9 0.2
O -7.6580 0.3755 -3.9325 0.4 0.3 -0.1
C -6.6567 1.6506 -6.4256 -1.1 -0.8 1.1
C -4.8790 1.4092 -4.5985 0.3 -0.5 -0.3
C -8.6086 1.9945 -1.8316 0.4 -1.2 -0.7
H -6.2326 1.7445 -0.5108 -1.0 0.1 0.1
H -5.6108 0.7624 -1.7093 -0.3 -0.1 -0.8
H -5.2469 2.4811 -1.5880 0.4 -0.1 -0.6
H -8.0020 4.0965 -2.9018 -0.1 0.3 0.0
H -6.8978 4.2120 -1.5631 0.2 -0.2 0.1
H -5.9581 5.3319 -3.5850 -0.4 0.1 -0.1
H -5.0108 3.9857 -3.1630 0.3 -0.1 0.1
H -5.3740 4.0697 -5.6382 0.4 -0.7 0.1
H -7.0567 4.0278 -5.3514 -0.3 -0.1 -0.2
H -7.5838 2.1335 -6.7345 0.0 0.3 0.1
H -6.8857 0.5881 -6.5091 0.1 -0.2 0.3
H -5.9215 1.8218 -7.2118 0.4 0.5 0.6
H -4.9067 0.4506 -4.0803 -0.8 -0.4 -0.5
H -4.1881 1.8932 -3.9083 -0.4 1.1 -0.1
H -4.3229 1.2653 -5.5249 0.1 -0.1 0.0
H -8.7823 2.1083 -0.7616 0.7 0.5 0.0
H -9.3649 2.5693 -2.3661 0.1 0.1 -0.1
H -8.8396 0.9429 -2.0019 -0.1 -0.1 0.0
H -8.5684 0.5137 -4.2038 -0.2 -0.5 -0.1
C 6.2923 -9.8450 -3.6516 -0.5 0.9 2.3
O 5.1238 -9.4983 -2.8653 0.4 0.3 -0.4
C 4.0475 -10.3912 -2.9723 0.0 -0.5 0.7
C 3.0588 -10.2135 -1.7521 1.5 0.3 -2.0
N 2.2156 -9.0796 -2.0545 -1.6 -0.8 1.3
C 1.2033 -8.9021 -0.9826 0.8 0.5 -1.6
C 1.0193 -7.4051 -0.9725 -1.7 0.6 1.8
O 2.1566 -6.5355 -0.8478 -0.9 0.6 -1.2
C 2.9584 -6.6693 0.2839 0.2 -1.3 0.4
H 6.8189 -10.6548 -3.1467 -0.2 -0.7 -0.4
H 6.9098 -8.9946 -3.3625 0.3 0.2 -1.1
H 6.1067 -10.0096 -4.7130 0.0 0.2 0.1
H 4.4971 -11.3796 -3.0671 -0.3 -0.5 0.5
H 3.5314 -10.2195 -3.9169 -0.5 0.1 0.0
H 3.5950 -10.0013 -0.8271 0.5 -0.5 0.1
H 2.4690 -11.1236 -1.6430 -0.1 0.1 0.0
H 2.6896 -8.1883 -2.0226 0.9 -0.3 -0.4
H 1.4015 -9.3137 0.0071 1.0 0.1 0.2
H 0.2614 -9.4021 -1.2080 -0.2 0.2 -0.5
H 0.3426 -7.2820 -0.1269 -0.1 0.7 0.5
H 0.4081 -7.0608 -1.8067 0.7 0.0 -0.4
H 2.3732 -6.7440 1.2005 -0.2 -0.3 0.1
H 3.6813 -5.8744 0.4673 -0.3 0.4 -0.7
H 3.5434 -7.5691 0.0938 0.3 -0.3 0.8
C 0.1494 -2.9672 4.4093 0.9 -0.1 0.5
O -0.2097 -2.9596 5.8201 -0.7 1.2 -1.1
C 0.3356 -1.8598 6.6297 1.2 -1.3 -1.1
C -0.5076 -1.5050 7.8424 0.2 -0.9 0.6
N 0.2932 -1.3094 9.0760 1.1 0.9 -0.1
C 1.0038 -2.5246 9.5758 0.0 0.3 -1.3
C 1.6469 -2.4201 10.9665 -0.8 0.1 -1.3
O 0.5604 -2.6212 11.7881 -1.5 0.1 1.9
C 0.7773 -2.7635 13.1910 0.3 0.0 -0.6
H 0.1142 -2.0515 3.8191 0.5 1.1 1.0
H -0.4374 -3.5094 3.6678 -1.0 -1.1 1.2
H 1.1353 -3.4285 4.3527 0.3 0.3 -0.3
H 0.5524 -0.9587 6.0559 -0.7 0.1 -0.6
H 1.3638 -2.1284 6.8720 0.0 -0.5 0.6
H -1.2421 -2.2540 8.1385 -0.3 -0.5 -0.9
H -1.0357 -0.6396 7.4420 -0.2 0.4 1.2
H -0.3170 -0.9643 9.8031 0.0 0.0 0.1
H 1.7994 -2.7793 8.8756 0.0 0.1 -0.2
H 0.2730 -3.3321 9.5321 0.2 -0.6 0.4
H 2.1160 -1.4403 11.0562 0.1 0.3 0.3
H 2.4029 -3.1880 11.1302 0.2 -0.2 -0.2
H -0.1595 -3.0107 13.6904 -0.1 0.1 -0.3
H 1.1742 -1.8446 13.6222 0.1 0.1 0.1
H 1.4615 -3.5944 13.3627 0.3 0.0 0.1
```
Positions in Å, forces in eV/Å.

## Properties
* Kohn-Sham gap (spin up / spin down): 7.1 / 3.0 eV
* HOMO energy (spin up / spin down): -9.6099 / -9.6099 eV
* DFT total energy: -81013.00192 eV
* largest force on an atom: 0.0677 Eh/bohr
* expectation value of S²: 0.754
* 2S+1: 2
* net charge: +1

***

Below is a cluster of 10 separate species, C50H117BN7O23 in total, with properties calculated with ωB97M-V with the def2-TZVPD basis set.

```
198
Properties=species:S:1:pos:R:3:forces:R:3
O 0.4757 4.3149 2.5799 -1.3 -1.6 -0.8
C -0.1269 3.3345 2.1604 0.4 2.7 0.6
O 0.3453 2.1344 2.0822 -0.4 -2.1 -0.2
B -0.7026 1.1618 1.5651 0.9 1.9 -0.4
O -1.9136 2.0528 1.3757 0.3 -1.5 0.0
C -1.6074 3.3047 1.6289 0.2 1.7 0.7
O -2.3298 4.2698 1.5363 0.5 -1.1 0.0
O -0.8825 0.0140 2.4631 -0.5 2.6 0.5
C -0.6928 -1.0624 1.8072 -0.3 -2.7 -0.6
O -0.8457 -2.1673 2.2451 -0.1 -0.6 0.0
C -0.3205 -0.7526 0.3683 2.7 -0.6 -4.1
O -0.2505 0.5800 0.2609 -0.9 -0.5 1.0
O 0.0407 -1.4997 -0.5749 -1.9 1.8 3.5
C -7.0043 4.9970 2.1919 -0.3 0.5 1.3
C -6.4725 5.7450 0.9947 -0.3 -0.8 1.0
C -5.1632 6.4659 1.2700 0.3 -0.1 -0.8
O -6.3731 4.7002 -0.0082 0.4 0.9 -0.1
H -6.3239 4.1999 2.4913 -0.1 -0.2 -0.3
H -8.0176 4.6301 2.0289 0.1 -0.4 -0.3
H -7.1054 5.6119 3.0863 0.1 0.4 0.0
H -7.2124 6.4875 0.6959 0.0 0.1 -0.3
H -4.3621 5.8725 1.7106 -0.2 -0.4 0.0
H -5.2879 7.3379 1.9120 -0.3 0.0 -0.1
H -4.7873 6.8142 0.3080 0.1 0.2 0.1
H -7.2108 4.6904 -0.4771 0.0 -0.1 -0.2
C 1.7024 -0.0659 -2.9733 -0.5 0.2 0.7
C 1.7728 -0.5230 -4.4200 0.3 -0.9 0.8
C 0.5957 -0.1372 -5.1964 -1.6 1.5 -1.1
O 2.9306 -0.0213 -5.0343 0.6 0.3 -0.6
H 2.4238 -0.5252 -2.2976 0.2 -0.2 -0.2
H 0.7341 -0.2186 -2.4966 -0.1 -0.4 -0.2
H 1.8454 1.0099 -2.8720 0.2 0.2 -0.5
H 1.7451 -1.6057 -4.5430 0.5 -0.5 0.7
H -0.3196 -0.5470 -4.7694 0.0 -0.1 0.1
H 0.6053 -0.4157 -6.2502 0.4 -0.3 0.0
H 0.4824 0.9466 -5.2195 -0.1 0.3 0.2
H 3.6969 -0.3798 -4.5805 0.1 0.0 0.1
C -1.0121 -5.0499 -0.4768 -0.2 -0.5 1.0
O -0.0420 -6.0323 -0.8124 -1.2 -0.1 -0.5
C -0.6745 -7.3037 -1.0935 1.1 0.9 -1.0
C 0.3410 -8.1196 -1.9290 -0.6 0.9 0.4
N 1.6222 -8.1953 -1.1860 -1.3 -0.8 -1.5
C 2.6972 -8.8415 -1.9440 0.7 -0.8 0.9
C 2.5028 -10.3586 -2.2533 -0.1 1.7 -1.4
O 2.2642 -11.0906 -1.1229 0.4 -0.2 1.2
C 2.0397 -12.4663 -1.2926 -0.7 0.2 0.0
H -1.9153 -5.0852 -1.0860 -0.2 -0.3 -0.6
H -0.7021 -4.0050 -0.4658 0.9 -0.3 -0.2
H -1.3380 -5.2780 0.5380 -0.3 0.2 0.4
H -1.5686 -7.1358 -1.6938 -0.2 0.1 -0.4
H -1.0627 -7.8358 -0.2250 0.5 0.0 0.6
H 0.4189 -7.6549 -2.9119 0.4 0.3 0.1
H -0.1414 -9.0730 -2.1445 0.1 -0.6 0.1
H 1.3132 -8.8856 -0.5166 0.8 -0.1 0.9
H 3.5790 -8.7034 -1.3184 0.2 -0.4 0.2
H 3.0307 -8.3243 -2.8437 -0.8 0.2 -0.3
H 3.3579 -10.7161 -2.8270 0.4 -0.2 0.1
H 1.6556 -10.4329 -2.9351 -0.4 -0.2 -0.3
H 1.9098 -12.8068 -0.2653 0.1 -0.6 -0.3
H 2.7738 -13.0232 -1.8748 0.8 0.2 0.4
H 1.1363 -12.6472 -1.8750 -0.6 0.1 0.1
C 8.8758 4.6791 -0.0469 -1.0 -0.9 -0.3
O 7.7493 3.8104 0.0984 -0.4 0.3 -1.0
C 7.3849 3.6607 1.4375 -0.4 -1.2 0.7
C 5.9767 3.0216 1.6795 -0.4 1.6 0.0
N 4.9002 3.8005 1.0435 -0.3 -0.7 -0.8
C 3.5419 3.2219 1.2303 1.0 -0.1 0.1
C 3.2252 1.8894 0.4920 1.0 0.3 1.0
O 3.8550 0.7405 1.1649 -1.4 1.3 -1.8
C 3.0891 0.2375 2.2435 1.9 0.0 0.1
H 8.6144 5.6893 0.2682 0.2 0.1 0.4
H 9.0786 4.7206 -1.1170 0.3 -0.1 0.1
H 9.6745 4.2109 0.5283 0.5 0.5 -0.1
H 7.5856 4.6118 1.9307 -0.8 0.2 0.4
H 8.0622 2.9435 1.9013 0.4 -0.2 0.2
H 5.7370 3.1379 2.7364 0.5 -0.1 0.4
H 5.8650 1.9529 1.4966 0.7 -0.1 -0.4
H 5.0519 3.7745 0.0453 0.3 0.3 -0.3
H 2.8553 4.0008 0.8985 -0.3 -0.1 0.2
H 3.4920 3.0924 2.3114 -0.7 0.0 0.1
H 3.6277 1.9791 -0.5170 0.3 -0.4 -0.1
H 2.1476 1.7812 0.3691 -0.1 -0.3 0.3
H 3.0554 1.0065 3.0152 -0.5 -0.1 0.3
H 3.7613 -0.5568 2.5681 -0.6 -0.2 0.6
H 2.1112 -0.1807 2.0047 -0.1 0.2 -0.3
C 0.4855 1.5744 6.3216 -0.2 -0.6 0.4
O 1.1976 0.3251 6.2226 -0.3 0.5 0.1
C 0.9566 -0.3975 5.0208 1.3 -0.9 -0.7
C 1.6784 -1.8163 5.0504 -1.2 0.8 0.7
N 3.1114 -1.8419 4.8532 0.1 0.2 -0.2
C 3.7263 -3.1818 4.9924 -0.4 1.2 0.4
C 3.5654 -3.8302 6.3568 1.0 -0.6 0.4
O 2.2816 -4.3273 6.6073 -0.8 -1.8 1.1
C 2.1834 -5.1705 7.8197 -0.1 1.2 -0.6
H -0.5799 1.3832 6.4499 -0.3 -0.1 -0.4
H 0.6336 2.2854 5.5088 0.2 -0.3 -0.4
H 0.7529 2.1060 7.2348 0.5 -0.4 0.1
H 1.3403 0.1902 4.1869 0.1 0.1 -0.2
H -0.0939 -0.5649 4.7829 -0.3 0.0 0.5
H 1.2349 -2.4965 4.3232 -0.4 0.2 0.0
H 1.4707 -2.1947 6.0512 -0.5 -0.3 0.0
H 3.4425 -1.2996 5.6383 0.7 0.3 0.0
H 4.7802 -2.9932 4.7880 0.2 -0.3 0.3
H 3.4261 -3.8784 4.2097 -0.5 0.1 0.0
H 3.8818 -3.2447 7.2200 0.0 1.0 -0.1
H 4.3313 -4.6056 6.3737 0.0 -0.8 -0.1
H 2.9525 -5.9365 7.9194 0.2 0.1 -0.4
H 1.2083 -5.6535 7.8837 0.0 0.1 -0.7
H 2.2073 -4.5432 8.7107 0.3 0.3 0.0
C -5.0069 9.3192 -0.8987 -0.1 0.1 0.5
O -3.9034 9.3042 -0.0177 0.0 0.4 0.3
C -2.6433 9.3338 -0.6662 -0.5 0.3 -0.1
C -1.4637 8.9315 0.2320 -1.7 -1.1 -2.0
N -0.3979 8.7054 -0.7376 1.4 0.7 1.5
C 0.7908 8.0224 -0.1466 -0.9 0.0 -0.7
C 0.6864 6.4861 -0.1527 1.2 0.4 -0.3
O 0.8967 6.0608 -1.4942 -0.6 0.2 -1.1
C 1.0517 4.6738 -1.7495 -0.2 0.3 1.0
H -5.0113 10.1107 -1.6481 0.6 0.1 -0.2
H -5.9022 9.5304 -0.3140 0.0 -0.3 0.2
H -5.1093 8.3488 -1.3844 -0.1 -0.1 -0.3
H -2.4422 10.3236 -1.0760 0.0 0.3 0.0
H -2.7307 8.6815 -1.5351 0.3 -0.4 -0.1
H -1.7296 7.9664 0.6632 -0.2 0.0 0.8
H -1.3432 9.7123 0.9829 0.7 -0.2 -0.1
H -0.7235 8.2392 -1.5723 0.0 -0.2 0.2
H 0.9380 8.3472 0.8835 -0.2 0.1 0.0
H 1.6359 8.4050 -0.7189 0.3 -0.6 0.1
H -0.2580 6.1548 0.2792 -0.3 -0.1 -0.1
H 1.4860 6.0586 0.4522 0.1 0.0 0.4
H 0.4819 4.1337 -0.9933 0.0 -0.4 0.1
H 2.1028 4.3904 -1.6965 0.1 -0.1 0.1
H 0.6767 4.3618 -2.7242 -0.1 0.5 -0.1
C 2.2765 -3.6220 1.7115 -0.2 -0.8 0.1
O 2.0068 -4.0479 0.3545 -0.7 1.4 2.4
C 2.8081 -3.2935 -0.4884 -0.1 -0.1 -1.5
C 2.3453 -3.5833 -1.9334 2.0 -0.9 1.3
N 2.6509 -5.0363 -2.1972 -0.8 1.4 -1.8
C 2.1722 -5.3405 -3.5758 -0.5 0.9 0.4
C 2.8924 -4.5138 -4.6966 0.5 -0.3 0.7
O 4.2556 -4.6359 -4.3433 1.7 -0.1 -1.5
C 5.2716 -4.2186 -5.2968 0.0 -0.2 0.9
H 1.5517 -3.9697 2.4477 -0.3 -0.8 -0.5
H 2.2508 -2.5592 1.9518 0.2 0.5 -0.9
H 3.2542 -4.0123 1.9943 0.2 0.1 0.1
H 3.8494 -3.5475 -0.2904 0.5 -0.5 -0.5
H 2.8385 -2.2144 -0.3376 -0.8 0.4 0.4
H 2.9880 -2.9644 -2.5595 -0.1 0.3 -0.3
H 1.3051 -3.2966 -2.0877 0.0 -0.3 0.1
H 3.6484 -5.0293 -2.3555 0.5 -0.2 0.6
H 1.1190 -5.0596 -3.5770 -0.2 -0.2 -0.2
H 2.2385 -6.4214 -3.7000 0.2 0.1 -0.5
H 2.6855 -3.4436 -4.6942 -0.6 0.1 0.2
H 2.6993 -4.8384 -5.7191 -0.1 -0.5 0.0
H 6.2170 -4.4770 -4.8198 0.0 0.2 0.2
H 5.2739 -3.1514 -5.5186 -0.3 0.2 0.3
H 5.3399 -4.7017 -6.2715 -0.9 -0.6 0.0
C -7.3870 -3.0227 -3.5659 -0.7 0.2 0.2
O -6.6376 -2.5771 -2.4308 0.3 0.3 -0.4
C -5.5564 -3.4188 -2.1286 0.4 -0.1 0.6
C -4.6076 -2.7604 -1.0804 -1.5 -1.5 -0.5
N -5.2082 -2.6306 0.2720 3.3 2.7 -1.8
C -4.2807 -1.8631 1.1502 -1.3 -0.2 0.8
C -4.2318 -0.3300 0.8461 -0.3 1.4 0.0
O -5.4849 0.2705 0.9166 -0.8 -1.7 0.2
C -5.5776 1.6611 1.1734 0.6 0.1 -0.1
H -7.4815 -4.1085 -3.5563 -0.3 0.0 0.1
H -7.0618 -2.7407 -4.5673 1.1 0.2 0.2
H -8.3459 -2.5069 -3.5158 -0.2 -0.4 0.4
H -4.9844 -3.6919 -3.0154 0.3 0.3 -0.1
H -5.9303 -4.3674 -1.7432 -0.1 -0.2 0.3
H -4.3906 -1.7500 -1.4269 0.0 0.5 0.1
H -3.6531 -3.2835 -1.0231 0.0 -0.1 0.2
H -6.1467 -2.2613 0.2173 -0.8 -0.2 0.5
H -3.2473 -2.2088 1.1759 -0.1 -0.5 -0.5
H -4.6826 -1.9576 2.1590 0.0 0.1 0.1
H -3.7877 -0.0513 -0.1095 0.2 -0.7 -0.6
H -3.5542 0.1211 1.5710 0.1 -0.3 0.5
H -5.2020 1.9163 2.1643 0.0 -0.1 0.2
H -6.6362 1.9110 1.1019 0.3 0.1 -0.2
H -4.9530 2.1797 0.4461 -0.3 0.4 -0.1
C -2.8655 5.5927 -1.3777 0.9 -0.1 -0.8
C -3.3023 4.5306 -2.4220 -0.8 -0.2 1.9
C -2.7988 3.1191 -1.9398 -0.8 0.5 -1.0
O -3.3355 2.0845 -2.7917 0.2 -0.4 0.8
C -2.5621 0.8774 -2.8110 0.6 1.2 -0.6
N -4.7747 4.6016 -2.4008 -0.3 -0.4 -0.1
H -1.7831 5.7164 -1.3426 0.2 -0.1 0.3
H -3.2648 5.3708 -0.3880 0.2 -0.3 -0.1
H -3.2526 6.5816 -1.6233 -0.1 0.0 -0.3
H -2.9807 4.7131 -3.4473 0.3 0.1 0.1
H -3.0907 2.8924 -0.9144 -0.2 0.3 0.2
H -1.7099 3.1673 -1.9393 0.3 -0.3 -0.3
H -2.2693 0.3872 -1.8825 -0.5 0.3 0.7
H -1.6120 1.1942 -3.2412 0.3 -0.6 -0.4
H -3.0553 0.1270 -3.4288 -0.1 0.3 -0.2
H -5.0364 5.5771 -2.4112 0.1 0.6 -1.0
H -5.0596 4.5123 -1.4359 0.0 -1.1 0.4
```
Positions in Å, forces in eV/Å.

## Properties
* Kohn-Sham gap (spin up / spin down): 7.6 / 2.5 eV
* HOMO energy (spin up / spin down): -7.9082 / -7.9082 eV
* DFT total energy: -111936.77924 eV
* largest force on an atom: 0.0962 Eh/bohr
* expectation value of S²: 0.755
* 2S+1: 2
* net charge: 0